Record 1
18
Properties=species:S:1:pos:R:3:mulliken_charge:R:1 method="wB97M-V/def2-TZVPD" relative_energy_kcal_mol=38.03 total_energy_ha=-800.03297 spin_multiplicity=1 smiles=c1cncc(-c2ccsc2)c1 orbital_gap_ev=9.070
C -2.477 0.855 -0.411 -0.423
C -3.157 -0.290 0.007 -0.146
N -2.546 -1.494 0.264 -0.559
C -1.151 -1.460 0.167 -0.244
C -0.332 -0.312 -0.042 0.678
C 1.183 -0.237 0.190 0.484
C 1.893 1.054 0.282 -0.700
C 3.257 0.853 0.337 -0.387
S 3.649 -0.783 -0.252 -0.092
C 2.018 -1.273 -0.189 -0.306
C -1.076 0.941 -0.272 -0.278
H -3.088 1.756 -0.589 0.313
H -4.304 -0.278 -0.051 0.274
H -0.583 -2.399 0.388 0.263
H 1.385 1.854 0.713 0.333
H 4.117 1.493 0.238 0.409
H 1.803 -2.315 -0.522 0.286
H -0.592 2.036 -0.257 0.097

---

Record 2
18
Properties=species:S:1:pos:R:3:mulliken_charge:R:1 method="wB97M-V/def2-TZVPD" relative_energy_kcal_mol=177.48 total_energy_ha=-799.81074 spin_multiplicity=1 orbital_gap_ev="7.111 / 7.110"
C -1.951 1.671 0.079 -0.212
C -1.588 1.789 -1.320 -0.359
C -1.175 1.193 1.049 -0.249
C -0.556 1.107 -1.827 -0.442
C 0.140 0.487 0.357 0.369
C 0.276 1.357 1.297 -0.718
C 0.286 0.160 -0.994 0.710
C 2.263 -1.925 1.498 -0.480
C 1.458 -2.496 0.578 -0.291
N 0.920 -0.740 -1.736 -0.476
S 1.519 -2.199 -1.290 0.016
H -2.995 1.913 0.485 0.254
H -2.287 2.283 -1.943 0.384
H -1.678 0.754 1.937 0.330
H -0.367 1.346 -2.886 0.320
H 2.071 -2.187 2.588 0.224
H 2.903 -1.132 1.291 0.329
H 0.761 -3.381 0.837 0.292

---

Record 3
23
Properties=species:S:1:pos:R:3:mulliken_charge:R:1 method="wB97M-V/def2-TZVPD" relative_energy_kcal_mol=20.89 total_energy_ha=-1933.50808 spin_multiplicity=1 orbital_gap_ev=9.339
C -0.318 -2.349 -1.287 -0.327
C -1.077 -1.382 -1.989 -0.550
C 0.444 -1.954 -0.222 -0.655
C -1.235 -0.085 -1.493 -0.574
C 0.306 -0.697 0.315 -0.200
C -0.594 0.243 -0.298 0.721
C 0.739 2.459 0.273 0.393
C -0.823 1.438 0.649 -0.050
C -1.994 2.302 0.413 0.750
N 1.432 2.621 1.432 -0.289
O 0.905 2.943 -0.771 -0.491
O -0.788 1.121 2.018 -0.635
Cl -3.410 1.332 0.986 -0.162
Cl -2.195 2.968 -1.184 -0.101
Cl -1.838 3.627 1.571 -0.137
H -0.519 -3.358 -1.752 0.288
H -1.629 -1.737 -2.839 0.378
H 0.845 -2.725 0.542 0.219
H -1.625 0.653 -2.198 0.271
H 0.944 -0.447 1.231 0.229
H 1.106 1.970 2.220 0.250
H 2.205 3.223 1.493 0.209
H -0.954 0.183 2.010 0.464

---

Record 4
20
Properties=species:S:1:pos:R:3:mulliken_charge:R:1 method="wB97M-V/def2-TZVPD" relative_energy_kcal_mol=0.00 total_energy_ha=-982.94543 spin_multiplicity=1 orbital_gap_ev=8.463
O -1.290 -1.170 1.026 -0.582
C -0.161 -0.870 0.659 0.313
C 0.679 -1.947 0.102 -0.719
C 1.926 -1.692 -0.401 -0.408
C 2.519 -0.361 -0.352 -0.269
C 1.838 0.638 0.213 -0.550
C 0.407 0.543 0.699 0.634
C -0.553 1.239 -0.333 -0.711
C -1.943 1.210 0.091 -0.465
C -2.816 0.325 -0.416 0.390
F -2.360 -0.543 -1.382 -0.232
Cl -4.434 0.204 0.147 -0.166
H 0.159 -2.856 0.173 0.510
H 2.672 -2.376 -0.793 0.336
H 3.569 -0.155 -0.771 0.302
H 2.406 1.637 0.416 0.251
H 0.208 1.070 1.768 0.368
H -0.089 2.336 -0.344 0.312
H -0.572 0.870 -1.362 0.368
H -2.166 1.897 0.862 0.318

---

Record 5
22
Properties=species:S:1:pos:R:3:mulliken_charge:R:1 method="wB97M-V/def2-TZVPD" relative_energy_kcal_mol=0.00 total_energy_ha=-1370.32906 spin_multiplicity=1 smiles=N#C[C@]1(c2ncncc2Cl)CCCS1 orbital_gap_ev=9.178
N 1.332 -2.749 1.742 -0.520
C 0.745 -1.890 1.239 -0.119
C 0.008 -0.888 0.557 1.118
C 0.963 0.443 0.173 0.009
N 0.330 1.578 0.377 -0.348
C 1.088 2.645 0.067 -0.109
N 2.309 2.719 -0.422 -0.502
C 2.825 1.564 -0.740 0.019
C 2.259 0.300 -0.393 -0.084
Cl 3.157 -1.192 -0.411 -0.146
C -1.364 -0.457 1.171 -0.798
C -2.277 -0.384 -0.092 -0.722
C -2.034 -1.501 -1.137 -0.441
S -0.186 -1.501 -1.171 -0.041
H 0.542 3.613 0.331 0.338
H 3.885 1.651 -1.281 0.282
H -1.348 0.622 1.377 0.318
H -1.724 -1.154 1.914 0.487
H -3.361 -0.342 0.316 0.404
H -2.174 0.587 -0.555 0.277
H -2.606 -2.551 -0.866 0.261
H -2.370 -1.114 -2.197 0.318

---

Record 6
29
Properties=species:S:1:pos:R:3:mulliken_charge:R:1 method="wB97M-V/def2-TZVPD" relative_energy_kcal_mol=3.90 total_energy_ha=-2538.18737 charge=+1 spin_multiplicity=2 orbital_gap_ev="6.736 / 6.752"
Re -0.497 -0.992 -0.500 1.497
S 2.332 -0.786 2.946 -0.097
C 1.364 -0.846 1.697 0.198
S -0.448 -1.081 1.675 -0.153
S 1.688 -0.710 -0.055 -0.171
F -2.010 -4.071 0.448 -0.342
Te -2.078 -3.637 -1.339 2.054
F -1.329 -5.236 -1.784 -0.339
F -2.750 -1.902 -0.885 -0.564
F -2.258 -3.196 -3.113 -0.344
F -3.793 -4.248 -1.371 -0.344
O -0.402 -2.742 -1.232 -0.686
C 0.698 1.513 -2.794 -1.491
C -0.258 1.804 -1.694 1.230
O -0.880 0.829 -1.153 -0.826
C -0.540 3.129 -1.232 0.621
C -1.435 3.321 -0.164 -0.365
C -1.693 4.595 0.293 -0.683
C -1.068 5.683 -0.310 -0.319
C -0.183 5.507 -1.369 -0.832
C 0.083 4.237 -1.832 -0.291
H 0.792 0.442 -2.952 0.332
H 1.676 1.934 -2.557 0.429
H 0.355 1.982 -3.719 0.460
H -1.917 2.468 0.293 0.422
H -2.379 4.749 1.114 0.416
H -1.274 6.683 0.051 0.416
H 0.293 6.362 -1.828 0.411
H 0.771 4.103 -2.656 0.363

---

Record 7
22
Properties=species:S:1:pos:R:3:mulliken_charge:R:1 method="wB97M-V/def2-TZVPD" relative_energy_kcal_mol=65.32 total_energy_ha=-686.95380 spin_multiplicity=1 orbital_gap_ev=9.356
C 1.871 -2.164 -1.247 -0.205
C 2.672 -2.233 -0.105 -0.267
C -2.166 -0.212 1.346 -0.277
C -0.951 -0.437 1.735 -0.687
C -1.440 1.339 -0.541 -0.590
C -0.125 1.232 -0.383 0.580
C 0.802 2.169 -1.186 -0.369
C -2.574 0.565 0.050 -0.765
C 0.574 0.331 0.691 0.752
N 1.005 -1.171 -1.129 -0.810
N 2.283 -1.314 0.735 -1.027
N 1.297 -0.707 0.114 1.429
O 2.002 2.302 -0.941 -0.502
F 1.200 1.088 1.616 -0.299
H 1.978 -2.790 -2.179 0.335
H 3.496 -2.812 -0.097 0.466
H -3.052 -0.598 1.803 0.374
H -0.720 -0.771 2.689 0.425
H -1.934 2.138 -1.027 0.314
H 0.246 2.828 -1.827 0.376
H -3.102 -0.108 -0.488 0.418
H -3.362 1.325 0.371 0.329

---

Record 8
33
Properties=species:S:1:pos:R:3:mulliken_charge:R:1 method="wB97M-V/def2-TZVPD" relative_energy_kcal_mol=0.38 total_energy_ha=-2738.74183 charge=-2 spin_multiplicity=2 orbital_gap_ev="6.357 / 6.354"
In 1.550 -0.099 -0.329 0.668
S -1.660 2.626 2.055 -0.404
Sb 0.769 2.499 1.804 0.537
S 1.382 0.213 2.150 -0.565
S 1.299 2.432 -0.521 -0.630
C 4.394 0.859 -1.887 -0.551
O 3.999 -0.455 -2.240 -0.343
C 3.206 -1.094 -1.305 0.137
C 3.028 -2.521 -1.739 -0.916
H 5.142 1.169 -2.616 0.273
H 4.826 0.874 -0.884 0.244
H 3.549 1.552 -1.909 0.197
H 3.939 -3.113 -1.558 0.282
H 2.823 -2.568 -2.817 0.230
H 2.211 -3.003 -1.205 0.284
O -4.757 1.411 2.789 -0.668
N -4.157 0.343 2.728 1.039
O -4.435 -0.612 3.452 -0.711
C -3.089 0.232 1.772 -0.924
C -2.705 1.431 0.983 0.021
C -2.044 1.020 -0.280 -1.296
C -1.224 -0.105 -0.351 1.645
O -0.366 -0.327 -1.286 -0.928
C -1.383 -1.071 0.744 -0.196
C -2.415 -0.931 1.688 0.214
N -0.577 -2.203 0.854 0.871
O 0.513 -2.258 0.224 -0.669
O -0.912 -3.150 1.568 -0.759
N -2.180 1.919 -1.375 1.146
O -1.760 1.620 -2.486 -0.677
O -2.774 2.986 -1.163 -0.727
H -3.558 2.063 0.775 0.604
H -2.632 -1.741 2.365 0.572

---

Record 9
19
Properties=species:S:1:pos:R:3:mulliken_charge:R:1 method="wB97M-V/def2-TZVPD" relative_energy_kcal_mol=124.87 total_energy_ha=-457.07968 spin_multiplicity=1 smiles="N#CC1=C2CC[C@@H](C2)[C@H]1C#N" orbital_gap_ev="8.148 / 8.149"
N -2.507 -2.654 0.343 -0.487
C -1.856 -1.768 -0.013 0.204
C -1.087 -0.657 -0.363 -0.133
C 0.063 -0.641 -1.081 0.593
C 1.218 -1.351 -0.389 -0.983
C 1.357 -0.239 0.703 -0.751
C 0.527 1.022 0.312 -0.134
C 0.506 0.815 -1.197 -0.752
C -0.936 0.893 0.666 -0.101
C -1.814 1.920 0.184 -0.050
N -2.740 2.576 -0.118 -0.496
H 0.869 -2.308 0.093 0.339
H 2.069 -1.624 -0.879 0.342
H 1.035 -0.798 1.634 0.311
H 2.346 -0.008 0.840 0.490
H 1.006 1.998 0.809 0.346
H 1.442 0.802 -1.763 0.347
H -0.394 1.388 -1.520 0.408
H -1.102 0.633 1.740 0.505

---

Record 10
21
Properties=species:S:1:pos:R:3:mulliken_charge:R:1 method="wB97M-V/def2-TZVPD" relative_energy_kcal_mol=15.92 total_energy_ha=-607.76453 spin_multiplicity=1 smiles=Nc1cc(O)c(O)c2cccnc12 orbital_gap_ev=7.929
N 0.984 -2.754 0.177 -0.495
C 0.163 -1.630 0.262 0.047
C -1.141 -1.716 0.668 -0.881
C -1.937 -0.553 0.658 0.008
O -3.225 -0.615 1.042 -0.617
C -1.390 0.684 0.299 0.497
O -2.305 1.729 0.217 -0.708
C -0.052 0.795 -0.169 0.778
C 0.560 1.997 -0.650 -0.545
C 1.863 1.943 -1.090 -0.440
C 2.587 0.734 -0.948 -0.359
N 2.024 -0.383 -0.559 -0.555
C 0.721 -0.380 -0.163 0.608
H 0.791 -3.514 0.782 0.203
H 1.954 -2.531 0.018 0.278
H -1.548 -2.660 1.054 0.292
H -3.624 0.257 0.738 0.382
H -2.295 2.191 1.114 0.344
H -0.068 2.902 -0.682 0.409
H 2.286 2.811 -1.552 0.393
H 3.654 0.693 -1.217 0.361

---

Record 11
23
Properties=species:S:1:pos:R:3:mulliken_charge:R:1 method="wB97M-V/def2-TZVPD" relative_energy_kcal_mol=118.24 total_energy_ha=-758.06029 spin_multiplicity=1 smiles="C=C1C(=O)/N=C2/C=CO[C@@H](O2)N(C)C1=O" orbital_gap_ev=9.113
C 0.962 2.094 -1.162 -1.065
C 0.860 1.531 0.056 0.765
C -0.009 2.285 1.258 0.319
O 0.498 2.845 2.167 -0.461
N -1.406 2.077 1.089 -0.563
C -1.525 0.866 0.700 0.857
C -2.582 0.104 -0.011 -0.666
C -2.475 -1.195 -0.398 -0.306
O -1.207 -1.933 -0.368 -0.489
C -0.215 -0.916 -0.389 -0.068
O -0.538 -0.075 0.765 -0.418
N 1.234 -1.017 -0.150 0.095
C 1.649 -2.336 0.305 -0.990
C 1.723 0.241 0.232 0.270
O 2.868 0.383 0.529 -0.554
H 1.367 1.591 -2.029 0.324
H 0.508 2.988 -1.396 0.426
H -3.435 0.668 -0.170 0.485
H -3.152 -1.922 -0.837 0.461
H -0.510 -0.459 -1.276 0.538
H 2.270 -2.828 -0.432 0.298
H 2.409 -2.157 1.042 0.372
H 0.706 -2.836 0.473 0.369